# 1
The following is a DFT calculation (ωB97M-V with the def2-TZVPD basis set) of 10 unconnected molecules or ions with the total composition C34H68O14.

Each line ends with the Mulliken charge.
Element x y z (Å)
1 C 45.192 7.412 37.680  -1.949
2 C 44.870 6.406 36.460  0.532
3 O 44.933 7.240 35.242  0.018
4 C 44.449 6.760 34.168  0.461
5 C 44.739 7.736 32.934  -1.361
6 O 44.005 5.655 33.898  -0.537
7 H 46.048 7.816 37.507  0.817
8 H 44.900 6.884 38.486  0.678
9 H 44.832 8.470 37.491  -0.089
10 H 45.665 5.598 36.628  -0.002
11 H 43.815 5.785 36.503  0.118
12 H 44.631 8.787 33.421  0.221
13 H 43.978 7.508 32.253  0.313
14 H 45.683 7.537 32.775  0.564
15 C 41.011 7.746 40.057  -1.601
16 C 41.551 6.221 40.192  -0.144
17 O 40.948 5.498 39.094  -0.276
18 C 41.684 4.240 38.996  0.623
19 C 40.910 3.438 37.908  -0.966
20 O 42.508 3.727 39.738  -0.555
21 H 40.017 7.849 40.289  0.546
22 H 41.308 8.291 39.117  0.189
23 H 41.370 8.357 40.774  0.500
24 H 42.710 6.185 40.125  -0.288
25 H 41.395 5.753 41.014  1.023
26 H 40.866 4.102 36.977  0.218
27 H 39.848 3.052 38.276  0.264
28 H 41.735 2.811 37.597  0.390
29 C 48.864 6.776 35.221  -0.888
30 C 49.350 6.417 36.543  -0.293
31 O 48.497 5.434 37.185  0.011
32 C 48.685 5.068 38.482  0.542
33 C 47.574 4.265 39.092  0.000
34 O 49.715 5.475 39.065  -0.653
35 H 47.855 7.081 35.019  -0.096
36 H 49.131 6.030 34.427  0.006
37 H 49.200 7.598 34.799  0.830
38 H 50.334 5.982 36.458  0.393
39 H 49.508 7.275 37.366  0.276
40 H 47.996 3.756 40.067  0.237
41 H 47.464 3.567 38.277  0.083
42 H 46.763 4.831 39.391  -0.420
43 C 37.775 9.228 30.343  -1.055
44 C 39.099 9.370 31.063  -0.453
45 O 39.548 8.123 31.320  -0.265
46 C 40.721 7.942 31.942  0.578
47 C 40.981 6.374 32.128  -0.507
48 O 41.650 8.734 32.312  -0.586
49 H 37.886 8.731 29.278  0.258
50 H 37.216 10.237 30.261  0.322
51 H 36.967 8.425 30.758  0.249
52 H 39.810 9.994 30.567  0.366
53 H 39.103 9.844 31.893  0.507
54 H 41.909 6.386 32.851  -0.159
55 H 41.327 5.979 31.210  0.421
56 H 39.968 5.943 32.571  0.285
57 C 47.643 10.407 35.668  -1.679
58 C 46.208 10.800 36.041  0.736
59 C 46.006 11.374 37.536  -0.815
60 O 45.259 10.492 35.276  -0.506
61 H 48.164 11.270 35.803  0.641
62 H 47.802 10.479 34.766  0.685
63 H 47.879 9.577 36.192  0.159
64 H 46.536 12.328 37.439  0.505
65 H 46.260 10.601 38.402  0.141
66 H 44.853 11.522 37.546  0.155
67 C 44.020 9.143 41.297  -0.764
68 C 43.612 10.377 40.697  0.889
69 C 43.450 11.643 41.409  -1.425
70 O 43.152 10.375 39.475  -0.485
71 H 44.958 9.322 41.809  0.521
72 H 44.245 8.359 40.658  -0.181
73 H 43.446 8.806 42.193  0.400
74 H 42.685 12.231 41.179  0.424
75 H 44.566 12.074 41.371  0.256
76 H 43.319 11.458 42.500  0.370
77 C 45.033 4.251 42.155  -1.095
78 C 45.963 5.467 42.068  0.884
79 C 46.868 5.961 43.137  -1.357
80 O 45.630 6.204 41.031  -0.394
81 H 44.363 4.474 43.017  0.380
82 H 45.496 3.372 42.332  0.468
83 H 44.221 4.043 41.362  0.146
84 H 47.243 5.197 43.715  0.525
85 H 46.363 6.459 43.979  0.331
86 H 47.828 6.665 42.710  0.231
87 C 47.216 1.665 35.521  -0.307
88 C 45.691 1.706 35.874  0.571
89 C 44.680 2.205 34.871  -0.548
90 O 45.256 1.139 36.964  -0.624
91 H 47.548 2.590 36.083  -0.131
92 H 47.169 1.627 34.330  0.210
93 H 47.564 0.753 36.207  0.312
94 H 44.678 1.938 33.767  0.382
95 H 44.854 3.363 34.881  -0.038
96 H 43.557 1.841 35.313  0.199
97 C 46.705 4.852 32.022  -0.398
98 C 47.681 3.699 31.803  0.465
99 C 48.976 3.912 32.353  -1.007
100 O 47.370 2.439 31.356  -0.630
101 H 47.196 5.857 31.651  0.304
102 H 46.769 4.916 33.139  -0.102
103 H 45.765 4.534 31.764  0.441
104 H 49.450 4.837 32.210  0.470
105 H 49.556 3.319 31.591  0.345
106 H 49.090 3.563 33.475  0.150
107 C 41.863 9.916 35.886  -0.961
108 C 40.654 9.095 36.498  0.789
109 C 40.788 7.558 36.432  -0.317
110 O 39.474 9.650 36.883  -0.699
111 H 41.535 10.720 35.418  0.639
112 H 42.503 9.433 35.292  0.213
113 H 42.355 10.193 36.769  0.070
114 H 40.835 7.304 35.381  0.265
115 H 40.040 7.003 37.056  0.312
116 H 41.553 7.313 37.109  -0.218

Output
SMILES string = CCOC(C)=O.CCOC(C)=O.CCOC(C)=O.CCOC(C)=O.CC(C)=O.CC(C)=O.CC(C)=O.CC(C)=O.CC(C)=O.CC(C)=O
energy above the lowest of the compared OMol25 structures with the same formula, charge and spin = 62.7 kcal per mole
energy = -65009.0972 eV
HOMO level = -9.0 eV

# 2
The following is a DFT calculation (ωB97M-V with the def2-TZVPD basis set) of a molecular structure, C26H44BrN3P2SSn.

Each line ends with the Mulliken charge.
Element x y z (Å)
1 N -7.228 5.723 -5.358  -0.563
2 C -6.856 6.310 -4.223  -0.328
3 C -6.095 5.646 -3.250  -0.382
4 C -5.682 4.314 -3.467  0.355
5 C -6.092 3.719 -4.681  -0.380
6 C -6.865 4.465 -5.589  -0.293
7 C -4.879 3.612 -2.438  -0.544
8 Sn 0.147 0.020 1.283  0.536
9 P 6.178 -0.937 0.479  -0.042
10 C -3.676 3.016 -2.647  -0.272
11 C -2.865 2.338 -1.649  1.150
12 C -1.752 1.583 -2.097  -0.803
13 C -0.931 0.918 -1.219  -1.107
14 C -1.273 1.067 0.120  0.559
15 C -2.330 1.745 0.659  -0.791
16 C -3.132 2.397 -0.267  -0.735
17 Br 1.813 -1.429 3.216  -0.134
18 H -5.319 3.616 -1.435  0.339
19 H -3.252 3.040 -3.657  0.376
20 H -5.809 6.170 -2.340  0.378
21 H -5.832 2.690 -4.926  0.390
22 H -7.169 7.345 -4.062  0.357
23 H -7.188 4.012 -6.530  0.350
24 H -1.532 1.522 -3.151  0.419
25 H -3.970 2.963 0.109  0.330
26 H -0.070 0.332 -1.556  0.678
27 H -2.524 1.783 1.723  0.492
28 P -0.500 -2.182 0.469  0.711
29 C 5.621 0.838 0.607  -0.356
30 C 6.676 1.855 0.157  -1.192
31 H 5.306 1.034 1.642  0.441
32 H 4.729 0.915 -0.028  0.147
33 H 6.496 2.830 0.622  0.350
34 H 7.688 1.541 0.427  0.353
35 H 6.646 1.998 -0.927  0.291
36 C 5.345 -1.365 -1.137  0.270
37 C 5.987 -2.524 -1.906  -1.226
38 H 5.386 -0.448 -1.742  0.451
39 H 4.286 -1.575 -0.931  -0.500
40 H 5.701 -2.487 -2.963  0.365
41 H 7.079 -2.483 -1.854  0.361
42 H 5.665 -3.494 -1.517  0.307
43 C 5.042 -1.721 1.724  0.041
44 C 5.715 -2.097 3.052  -1.229
45 H 4.565 -2.599 1.264  0.444
46 H 4.252 -0.982 1.909  -0.220
47 H 5.149 -2.884 3.565  0.320
48 H 6.737 -2.462 2.908  0.416
49 H 5.759 -1.234 3.725  0.294
50 C -0.400 -3.433 1.749  -0.136
51 C -1.547 -4.442 1.793  -1.375
52 H -0.319 -2.925 2.720  -0.038
53 H 0.566 -3.934 1.589  0.593
54 H -2.471 -3.977 2.151  0.323
55 H -1.742 -4.902 0.819  0.346
56 H -1.299 -5.248 2.493  0.427
57 C 0.657 -2.543 -0.883  -0.127
58 C 0.095 -2.529 -2.313  -1.402
59 H 1.009 -3.552 -0.627  0.604
60 H 1.540 -1.885 -0.806  -0.089
61 H -0.381 -3.486 -2.560  0.410
62 H -0.638 -1.734 -2.484  0.317
63 H 0.910 -2.382 -3.031  0.365
64 C -2.182 -1.968 -0.174  -0.619
65 C -3.308 -1.458 0.747  -1.302
66 H -2.401 -2.983 -0.517  0.731
67 H -2.097 -1.336 -1.067  0.243
68 H -4.057 -0.887 0.175  0.355
69 H -3.841 -2.286 1.236  0.394
70 H -2.934 -0.793 1.532  0.219
71 N 0.593 1.045 5.919  -0.308
72 C -0.023 0.015 5.355  0.832
73 N -0.587 -1.047 5.916  -0.276
74 S -0.264 0.201 3.628  -0.517
75 H 0.603 1.091 6.887  0.222
76 H 1.005 1.794 5.375  0.222
77 H -1.016 -1.788 5.379  0.189
78 H -0.621 -1.078 6.886  0.219

Output
energy above the lowest of the compared OMol25 structures with the same formula, charge and spin = 0.0 kcal per mole
charge = +2
energy = -137414.9558 eV
HOMO level (spin up / spin down) = -12.2 / -12.1 eV

# 3
The following is a DFT calculation (ωB97M-V with the def2-TZVPD basis set) of a molecular structure, C30H17BrCl5MnN5O3.

Each line ends with the Löwdin spin population.
Element x y z (Å)
1 Mn -0.210 0.529 0.484  0.994
2 O 1.030 3.683 2.837  0.006
3 C 0.725 2.884 1.975  0.001
4 N 0.421 1.552 2.094  0.001
5 C 0.378 0.980 3.353  0.001
6 O 0.702 1.457 4.419  0.001
7 C -0.154 -0.431 3.293  -0.001
8 C 0.242 -1.362 4.238  0.000
9 C -0.197 -2.668 4.101  -0.002
10 C -1.048 -2.982 3.052  0.001
11 C -1.422 -1.977 2.180  0.001
12 N -0.979 -0.725 2.288  0.009
13 C 0.600 3.381 0.548  0.003
14 C 0.827 4.720 0.273  -0.001
15 C 0.643 5.176 -1.020  0.003
16 C 0.243 4.275 -1.997  -0.001
17 C 0.055 2.953 -1.641  0.002
18 N 0.229 2.513 -0.396  -0.007
19 H 0.894 -1.044 5.040  0.000
20 H 0.122 -3.431 4.799  0.000
21 H -1.401 -3.991 2.895  0.000
22 H -2.091 -2.174 1.350  0.000
23 H 1.139 5.367 1.080  0.000
24 H 0.800 6.218 -1.265  0.000
25 H 0.084 4.586 -3.020  0.000
26 H -0.237 2.215 -2.379  0.000
27 Cl 5.603 -3.911 -1.600  0.000
28 C 4.207 -3.112 -0.983  -0.001
29 C 4.286 -1.790 -0.544  0.000
30 Cl 5.788 -0.955 -0.612  0.000
31 C 3.158 -1.142 -0.069  0.000
32 Cl 3.216 0.524 0.382  0.004
33 C 1.895 -1.783 0.016  0.004
34 O 0.822 -1.203 0.410  0.006
35 C 1.861 -3.128 -0.418  -0.001
36 Cl 0.333 -3.928 -0.359  0.000
37 C 2.980 -3.773 -0.922  0.000
38 Cl 2.857 -5.390 -1.494  0.000
39 Br 2.483 -2.973 -5.245  0.000
40 C 1.336 -2.005 -4.099  0.000
41 C 1.856 -0.994 -3.306  0.000
42 C 1.024 -0.336 -2.424  0.002
43 C -0.323 -0.684 -2.297  0.001
44 C -0.835 -1.666 -3.146  0.000
45 C -0.010 -2.328 -4.037  0.000
46 N -1.065 -0.042 -1.282  0.000
47 C -2.345 -0.020 -1.295  -0.014
48 C -3.038 0.676 -0.240  -0.005
49 C -4.429 0.755 -0.175  -0.002
50 C -5.016 1.427 0.876  -0.001
51 C -4.202 2.030 1.827  -0.001
52 C -2.829 1.920 1.688  0.000
53 N -2.259 1.257 0.691  -0.003
54 H 2.910 -0.750 -3.353  0.000
55 H 1.422 0.455 -1.801  0.001
56 H -1.873 -1.967 -3.079  0.000
57 H -0.408 -3.111 -4.668  0.000
58 H -2.907 -0.470 -2.110  -0.001
59 H -5.023 0.279 -0.946  0.000
60 H -6.093 1.482 0.965  0.000
61 H -4.623 2.570 2.663  0.000
62 H -2.157 2.379 2.404  0.000

Output
multiplicity = 2
energy = -208955.8402 eV
HOMO level (spin up / spin down) = -7.5 / -7.4 eV

> Look up the energy of the third one.

-208955.8402 eV

> The lowest energy belongs to which entry?

C30H17BrCl5MnN5O3

> The lowest energy belongs to which entry?

C30H17BrCl5MnN5O3